1.
{"formula": "C4H7NO2", "method": "the ωB97M-V functional and the def2-TZVPD basis", "smiles": "C=C(C)/[N+]([O-])=C/O", "spin_multiplicity": 1, "e_homo_ev": -8.25, "de_lowest_ev": 4.005, "orbital_gap_ha": 0.313, "symbols": ["C", "C", "C", "N", "O", "C", "O", "H", "H", "H", "H", "H", "H", "H"], "positions_angstrom": [[1.769623, 0.773651, 0.352513], [0.485435, 0.515506, 0.127330], [-0.578574, 1.553930, -0.053575], [0.048759, -0.830740, 0.162229], [0.955467, -1.822786, 0.129883], [-1.034882, -1.282607, -0.424593], [-1.371871, -2.542186, -0.243206], [2.470391, -0.037066, 0.463623], [2.119786, 1.779912, 0.503527], [-0.137494, 2.546355, 0.010656], [-1.060771, 1.460589, -1.028122], [-1.346103, 1.468663, 0.719367], [-1.754082, -0.669363, -0.943120], [-0.565684, -2.913858, 0.223486]], "forces_ev_per_a": [[-0.219, -0.317, 0.123], [0.277, 0.729, 0.440], [-0.064, -0.086, 0.113], [0.225, -1.483, -3.364], [0.735, -0.172, 2.074], [-1.375, 0.614, 1.596], [0.799, 0.235, -0.467], [-0.007, -0.116, 0.038], [-0.056, 0.209, -0.254], [0.013, -0.056, -0.022], [-0.030, 0.074, -0.014], [-0.032, 0.008, -0.061], [-0.175, 0.177, 0.285], [-0.091, 0.185, -0.487]], "lowdin_charge": [0.098, -0.331, -0.048, -0.172, -0.168, -0.133, 0.097, 0.065, 0.066, 0.082, 0.078, 0.089, 0.145, 0.132]}



2.
{"formula": "C4H7NO2", "method": "the ωB97M-V functional and the def2-TZVPD basis", "smiles": "C/C(=N\\O)[C@H]1CO1", "spin_multiplicity": 1, "e_homo_ev": -9.87, "de_lowest_ev": 3.548, "orbital_gap_ha": 0.399, "symbols": ["C", "C", "N", "O", "C", "C", "O", "H", "H", "H", "H", "H", "H", "H"], "positions_angstrom": [[-0.166350, 0.806685, 1.546258], [0.233731, 0.085455, 0.292267], [1.106223, -0.844830, 0.238229], [1.634879, -1.112563, 1.491924], [-0.386371, 0.490479, -1.004491], [-0.729590, -0.480392, -2.037129], [-1.736672, 0.090649, -1.209496], [0.708012, 1.278682, 2.006352], [-0.923845, 1.565907, 1.336911], [-0.568536, 0.101223, 2.280214], [2.285911, -1.801372, 1.306273], [-0.181431, 1.521411, -1.303543], [-0.752836, -0.167512, -3.080362], [-0.523125, -1.533821, -1.863407]], "forces_ev_per_a": [[-0.005, 0.003, 0.065], [0.181, -0.174, -0.052], [-0.421, 0.404, -0.202], [0.224, -0.198, 0.166], [0.232, 0.081, 0.004], [0.154, -0.169, -0.225], [-0.227, 0.036, 0.104], [-0.110, -0.053, -0.056], [0.120, -0.123, -0.005], [0.061, 0.073, -0.112], [-0.133, 0.118, 0.067], [-0.053, -0.142, 0.053], [-0.011, -0.015, 0.170], [-0.013, 0.159, 0.023]], "lowdin_charge": [-0.018, -0.300, 0.046, -0.056, -0.266, -0.109, -0.028, 0.087, 0.085, 0.090, 0.096, 0.150, 0.112, 0.112]}



3.
{"formula": "C4H7NO2", "method": "the ωB97M-V functional and the def2-TZVPD basis", "spin_multiplicity": 1, "e_homo_ev": -8.61, "de_lowest_ev": 9.367, "orbital_gap_ha": 0.328, "symbols": ["C", "C", "C", "C", "H", "H", "H", "H", "H", "H", "H", "N", "O", "O"], "positions_angstrom": [[1.658779, 1.575790, -0.048523], [0.993140, 0.030061, 0.106999], [-1.433243, -0.740752, -0.089946], [-2.795810, 0.000493, 0.117830], [1.121885, 2.215533, -0.786886], [1.559533, 1.743605, 1.245385], [2.707272, 1.487403, -0.428066], [-1.169853, -1.690831, -0.637636], [-2.997248, 1.570060, 0.411627], [-3.581826, -0.458607, -0.482976], [1.464593, -2.894213, -0.064834], [1.809196, -0.956544, 0.006038], [-0.336420, 0.095266, 0.427923], [0.999997, -1.977264, 0.223067]], "forces_ev_per_a": [[-1.034, -3.115, 3.339], [2.278, 4.293, -1.584], [-3.736, 5.565, 1.423], [5.603, -0.006, -1.489], [-0.141, -0.396, 1.288], [0.555, 0.757, -4.209], [-0.826, -0.125, 0.902], [-0.608, 1.201, 1.046], [0.993, -5.144, -0.713], [-0.172, 0.217, 0.567], [-1.227, 3.424, 1.055], [-0.817, 3.075, -0.443], [-0.718, -1.688, -0.902], [-0.148, -8.059, -0.280]], "lowdin_charge": [-0.005, -0.395, -0.079, -0.013, 0.055, 0.156, 0.052, 0.110, 0.208, -0.027, 0.186, 0.003, -0.105, -0.146]}



4.
{"formula": "C4H7NO2", "method": "the ωB97M-V functional and the def2-TZVPD basis", "smiles": "C[C@]1(C=O)CN1O", "spin_multiplicity": 1, "e_homo_ev": -9.55, "de_lowest_ev": 4.462, "orbital_gap_ha": 0.383, "symbols": ["C", "C", "C", "O", "C", "N", "O", "H", "H", "H", "H", "H", "H", "H"], "positions_angstrom": [[-0.933498, -1.410169, 0.147868], [-0.002058, -0.225014, -0.071455], [0.824628, -0.319783, -1.321174], [1.386420, -1.362389, -1.572629], [0.968777, 0.642793, 0.789831], [-0.413946, 0.930357, 0.670624], [-0.811978, 2.136619, 0.075643], [-1.862567, -1.153169, -0.388234], [-0.550153, -2.336157, -0.281826], [-1.207372, -1.554652, 1.194155], [1.006001, 0.592435, -1.915411], [1.631467, 1.280075, 0.180234], [1.399624, 0.341202, 1.738331], [-1.435340, 2.437857, 0.754047]], "forces_ev_per_a": [[0.185, -0.077, 0.118], [0.005, -0.161, -0.061], [0.077, -0.113, -0.194], [-0.432, 0.473, -0.262], [0.025, -0.159, 0.280], [-0.043, -0.236, 0.232], [0.041, 0.398, -0.114], [0.287, -0.050, 0.148], [0.090, 0.113, 0.147], [0.208, 0.031, -0.069], [-0.061, 0.038, -0.034], [-0.218, -0.404, 0.165], [-0.264, -0.029, 0.105], [0.099, 0.176, -0.461]], "lowdin_charge": [-0.008, -0.375, -0.226, 0.055, -0.027, -0.121, -0.018, 0.093, 0.074, 0.081, 0.135, 0.123, 0.112, 0.103]}



5.
{"formula": "C4H7NO2", "method": "the ωB97M-V functional and the def2-TZVPD basis", "smiles": "O=C1CN1.CC=O", "spin_multiplicity": 1, "e_homo_ev": -9.66, "de_lowest_ev": 3.105, "orbital_gap_ha": 0.388, "symbols": ["O", "C", "C", "N", "H", "H", "H", "C", "C", "O", "H", "H", "H", "H"], "positions_angstrom": [[-0.718925, -1.165717, 0.507539], [-1.060371, -0.558104, -0.478981], [-1.468761, 0.714763, -1.046795], [-1.643585, -0.708605, -1.665834], [-0.842658, 1.335277, -1.676377], [-2.225525, 1.267312, -0.479332], [-2.382268, -1.395042, -1.800062], [1.919617, -0.398701, 0.862332], [0.876203, 0.665357, 1.059548], [0.625381, 1.516788, 0.233199], [1.663142, -1.303216, 1.417213], [2.873917, -0.006880, 1.230594], [2.023596, -0.632093, -0.201250], [0.360237, 0.668860, 2.038208]], "forces_ev_per_a": [[-0.072, 0.118, -0.455], [0.095, -0.311, 0.375], [-0.259, 0.036, -0.245], [0.017, -0.144, 0.142], [-0.006, -0.233, 0.139], [-0.217, -0.432, -0.430], [-0.336, 0.591, -0.046], [0.067, 0.010, -0.010], [0.227, 0.271, -0.027], [0.341, -0.127, 0.508], [0.065, 0.154, -0.045], [-0.031, -0.058, -0.009], [0.013, 0.086, 0.169], [0.095, 0.038, -0.065]], "lowdin_charge": [0.075, -0.539, 0.004, 0.146, 0.099, 0.118, 0.129, -0.060, -0.341, -0.002, 0.075, 0.084, 0.087, 0.125]}



6.
{"formula": "C4H7NO2", "method": "the ωB97M-V functional and the def2-TZVPD basis", "smiles": "C[C@H]1CNC(=O)O1", "spin_multiplicity": 1, "e_homo_ev": -10.00, "de_lowest_ev": 0.069, "orbital_gap_ha": 0.396, "symbols": ["C", "C", "C", "N", "C", "O", "O", "H", "H", "H", "H", "H", "H", "H"], "positions_angstrom": [[-1.596411, -0.926766, 0.007095], [-0.335917, -0.297687, -0.545639], [-0.020546, 1.107294, 0.021302], [1.344501, 0.940469, 0.458177], [1.803886, -0.344802, 0.302415], [2.902186, -0.768812, 0.546865], [0.786092, -1.110183, -0.174778], [-1.599257, -0.865870, 1.100197], [-1.645553, -1.980294, -0.281208], [-2.484884, -0.416169, -0.378835], [-0.368525, -0.269286, -1.641810], [-0.686760, 1.354015, 0.859072], [-0.117875, 1.891969, -0.735649], [2.019064, 1.686126, 0.462791]], "forces_ev_per_a": [[-0.038, -0.024, 0.012], [-0.207, 0.101, -0.046], [-0.131, 0.027, -0.056], [0.193, -0.045, -0.069], [0.280, 0.025, 0.023], [-0.402, 0.147, -0.116], [0.148, -0.038, 0.097], [-0.006, -0.023, -0.136], [-0.024, 0.153, 0.005], [0.122, -0.039, 0.063], [0.020, -0.037, 0.150], [0.109, -0.045, -0.124], [-0.008, -0.145, 0.062], [-0.055, -0.057, 0.134]], "lowdin_charge": [-0.038, -0.331, -0.121, 0.091, -0.559, 0.108, 0.051, 0.089, 0.086, 0.088, 0.147, 0.117, 0.122, 0.148]}



7.
{"formula": "C4H7NO2", "method": "the ωB97M-V functional and the def2-TZVPD basis", "smiles": "O/N=C1/CC[C@H]1O", "spin_multiplicity": 1, "e_homo_ev": -9.76, "de_lowest_ev": 3.429, "orbital_gap_ha": 0.392, "symbols": ["O", "N", "C", "C", "C", "C", "O", "H", "H", "H", "H", "H", "H", "H"], "positions_angstrom": [[1.978659, 1.767921, -0.556804], [1.855642, 0.386600, -0.618351], [0.735894, 0.004945, -0.167274], [0.102654, -1.367199, -0.192113], [-1.265570, -0.628966, -0.154299], [-0.553757, 0.680966, 0.286929], [-0.638285, 0.979865, 1.660592], [2.848786, 1.920517, -0.946531], [0.296097, -1.938324, 0.724216], [0.325195, -2.001866, -1.053194], [-2.025211, -1.004438, 0.535885], [-1.693893, -0.530808, -1.155203], [-0.828123, 1.598143, -0.239158], [-0.297101, 0.225336, 2.160731]], "forces_ev_per_a": [[0.221, 0.276, -0.042], [-0.446, -0.380, 0.166], [0.383, 0.015, -0.117], [0.093, -0.137, -0.028], [-0.199, -0.031, 0.004], [-0.077, 0.145, -0.320], [0.110, -0.200, 0.206], [-0.157, 0.013, 0.081], [-0.015, 0.092, -0.138], [-0.027, 0.125, 0.121], [0.114, 0.055, -0.076], [0.017, -0.010, 0.143], [0.057, -0.157, 0.035], [-0.074, 0.193, -0.036]], "lowdin_charge": [-0.050, 0.049, -0.268, -0.097, -0.103, -0.308, -0.007, 0.091, 0.112, 0.110, 0.111, 0.112, 0.148, 0.099]}



8.
{"formula": "C4H7NO2", "method": "the ωB97M-V functional and the def2-TZVPD basis", "smiles": "C[C@H]1CNC(=O)O1", "spin_multiplicity": 1, "e_homo_ev": -9.93, "de_lowest_ev": 0.125, "orbital_gap_ha": 0.394, "symbols": ["C", "C", "C", "N", "C", "O", "O", "H", "H", "H", "H", "H", "H", "H"], "positions_angstrom": [[-1.628921, -0.876215, -0.062260], [-0.329134, -0.278286, -0.585929], [0.001644, 1.079813, 0.083242], [1.408882, 0.948489, 0.338264], [1.820254, -0.354451, 0.246226], [2.915679, -0.799840, 0.473028], [0.768771, -1.107100, -0.188854], [-1.648738, -0.879927, 1.033885], [-1.708672, -1.912735, -0.397116], [-2.502862, -0.317494, -0.418505], [-0.356193, -0.239495, -1.684901], [-0.562535, 1.087763, 1.006928], [-0.160188, 1.962332, -0.552238], [1.982017, 1.687152, 0.708234]], "forces_ev_per_a": [[0.116, -0.149, -0.040], [-0.362, 0.333, 0.270], [0.064, -0.008, -0.640], [0.031, -0.392, -0.169], [0.700, 0.195, 0.031], [-0.534, 0.064, -0.006], [0.224, -0.175, -0.039], [0.096, 0.036, -0.188], [-0.091, 0.104, -0.032], [0.228, -0.063, -0.013], [0.165, 0.118, 0.256], [-0.280, 0.593, 0.272], [-0.442, -0.348, 0.281], [0.085, -0.309, 0.014]], "lowdin_charge": [-0.040, -0.326, -0.122, 0.088, -0.556, 0.103, 0.049, 0.086, 0.084, 0.089, 0.151, 0.111, 0.130, 0.151]}



9.
{"formula": "C4H7NO2", "method": "the ωB97M-V functional and the def2-TZVPD basis", "smiles": "C=CC(=C)N=O.O", "spin_multiplicity": 1, "e_homo_ev": [-9.43, -9.43], "de_lowest_ev": 5.967, "orbital_gap_ha": [0.308, 0.308], "symbols": ["C", "C", "C", "C", "N", "O", "H", "H", "H", "H", "H", "O", "H", "H"], "positions_angstrom": [[-1.874348, -0.475349, -1.132933], [-0.827087, -0.786733, -0.377417], [-0.181389, 0.127826, 0.563595], [-0.746422, 1.186300, 1.173771], [1.131289, -0.229278, 0.902058], [1.955600, 0.729267, 1.149250], [-2.288686, -1.183050, -1.835089], [-2.336894, 0.501749, -1.103401], [-0.320739, -1.735919, -0.504341], [-0.147315, 1.819410, 1.810194], [-1.812506, 1.344367, 1.131986], [2.225597, -0.423733, -0.909595], [2.570501, 0.379882, -0.207212], [2.652400, -1.254739, -0.660868]], "forces_ev_per_a": [[0.120, 0.001, 0.120], [-0.049, -0.213, -0.186], [-0.573, 1.206, -0.159], [0.328, -0.580, -0.022], [2.160, 1.861, 1.779], [-2.761, -1.689, 0.503], [0.026, -0.071, -0.013], [-0.015, 0.059, 0.071], [-0.110, -0.079, 0.064], [0.010, 0.003, 0.038], [-0.061, 0.078, -0.129], [1.262, 2.404, 0.687], [-0.578, -3.365, -2.893], [0.241, 0.385, 0.141]], "lowdin_charge": [0.031, -0.135, -0.348, 0.135, -0.005, -0.113, 0.057, 0.061, 0.105, 0.071, 0.074, -0.108, 0.124, 0.050]}



10.
{"formula": "C4H7NO2", "method": "the ωB97M-V functional and the def2-TZVPD basis", "smiles": "O[C@@H]1CN=COC1", "spin_multiplicity": 1, "e_homo_ev": -9.87, "de_lowest_ev": 2.526, "orbital_gap_ha": 0.394, "symbols": ["O", "C", "C", "N", "C", "O", "C", "H", "H", "H", "H", "H", "H", "H"], "positions_angstrom": [[1.204141, -0.191259, 1.510793], [0.589435, -0.827487, 0.419401], [0.771283, 0.033602, -0.953277], [0.432150, 1.400751, -0.683785], [-0.813465, 1.500822, -0.390512], [-1.629046, 0.449696, -0.311415], [-0.901570, -0.909803, 0.529371], [1.225597, 0.743956, 1.253951], [1.107790, -1.776387, 0.214386], [0.090811, -0.415784, -1.698406], [1.813815, -0.057625, -1.252302], [-1.205751, 2.499088, -0.134753], [-1.326490, -1.776460, 0.015610], [-1.358699, -0.673110, 1.480940]], "forces_ev_per_a": [[-0.080, 0.218, -0.301], [-0.064, 0.923, -1.724], [0.347, -1.002, 0.901], [-0.532, 0.118, -0.012], [0.672, -0.263, 0.332], [0.771, -1.465, 1.217], [-0.853, 1.596, -1.092], [0.128, 0.047, 0.331], [-0.584, 0.044, 0.357], [0.423, 0.069, 0.156], [-0.059, 0.092, -0.127], [-0.229, -0.578, -0.201], [-0.142, 0.505, 0.012], [0.202, -0.305, 0.152]], "lowdin_charge": [-0.025, -0.356, -0.173, 0.024, -0.294, -0.086, 0.073, 0.084, 0.149, 0.124, 0.110, 0.132, 0.121, 0.116]}



Repeat the fourth record exactly.
{"formula": "C4H7NO2", "method": "the ωB97M-V functional and the def2-TZVPD basis", "smiles": "C[C@]1(C=O)CN1O", "spin_multiplicity": 1, "e_homo_ev": -9.55, "de_lowest_ev": 4.462, "orbital_gap_ha": 0.383, "symbols": ["C", "C", "C", "O", "C", "N", "O", "H", "H", "H", "H", "H", "H", "H"], "positions_angstrom": [[-0.933498, -1.410169, 0.147868], [-0.002058, -0.225014, -0.071455], [0.824628, -0.319783, -1.321174], [1.386420, -1.362389, -1.572629], [0.968777, 0.642793, 0.789831], [-0.413946, 0.930357, 0.670624], [-0.811978, 2.136619, 0.075643], [-1.862567, -1.153169, -0.388234], [-0.550153, -2.336157, -0.281826], [-1.207372, -1.554652, 1.194155], [1.006001, 0.592435, -1.915411], [1.631467, 1.280075, 0.180234], [1.399624, 0.341202, 1.738331], [-1.435340, 2.437857, 0.754047]], "forces_ev_per_a": [[0.185, -0.077, 0.118], [0.005, -0.161, -0.061], [0.077, -0.113, -0.194], [-0.432, 0.473, -0.262], [0.025, -0.159, 0.280], [-0.043, -0.236, 0.232], [0.041, 0.398, -0.114], [0.287, -0.050, 0.148], [0.090, 0.113, 0.147], [0.208, 0.031, -0.069], [-0.061, 0.038, -0.034], [-0.218, -0.404, 0.165], [-0.264, -0.029, 0.105], [0.099, 0.176, -0.461]], "lowdin_charge": [-0.008, -0.375, -0.226, 0.055, -0.027, -0.121, -0.018, 0.093, 0.074, 0.081, 0.135, 0.123, 0.112, 0.103]}